No. 1
A cluster of 9 separate species, C33H58O19S2 in total, computed with ωB97M-V/def2-TZVPD.

Summary:
Energy, hartree: -3518.09599
Kohn-Sham gap, eV: 9.39

```
! RIJCOSX wB97M-V def2-TZVPD def2/J DEFGRID3
* xyz 0 1
H -1.281 -2.151 4.338
H -0.052 2.241 2.018
H -6.628 -3.564 0.802
H 5.884 0.944 -3.510
H 0.837 3.832 -0.763
H 7.132 -0.169 -1.563
C -3.478 7.038 -1.815
H -3.040 -1.935 4.137
H -1.876 -1.463 2.872
H 6.616 -1.670 -0.959
H 2.954 -0.554 4.455
C -0.494 1.118 0.075
H -1.372 -5.727 0.439
C -1.707 -3.549 -1.137
H 1.907 -0.640 -0.061
C 2.931 -1.195 5.336
H -7.267 -1.956 0.515
C 0.700 -1.265 -4.030
C 1.582 -2.007 -5.030
C 2.727 4.663 -0.591
C -6.567 -2.701 0.138
H -1.348 -5.655 3.730
C 6.243 -0.796 -1.493
O -2.788 -3.981 2.266
H 3.290 5.594 -0.524
C -0.797 -4.653 -1.298
O 4.168 2.228 -1.975
C -4.796 -0.957 0.813
H 4.373 -0.760 -0.369
O 1.280 -2.551 5.758
H -5.063 7.128 -4.446
O -3.064 5.036 -2.702
O -6.835 -2.971 -1.244
C 1.103 -1.494 6.551
C 4.313 -1.247 6.109
O 2.735 0.100 -2.288
H 0.967 -0.212 -4.117
H 0.804 -3.897 -4.489
H 2.839 4.239 -1.589
C 0.213 6.823 -0.711
H 3.177 3.992 0.141
O 0.804 5.846 -1.337
H -3.752 -0.690 0.648
H -0.109 -4.515 3.842
O 0.223 -1.385 7.443
H 5.038 -1.917 -2.938
H 0.909 -1.671 -3.040
H 2.553 -3.807 -4.266
H -4.912 -1.051 1.893
H 0.109 -6.334 -0.314
H -4.529 7.220 -1.590
C -2.685 4.977 -1.443
C 0.610 5.297 0.902
H -0.370 -1.240 -4.233
C -2.031 -3.620 3.190
C -0.294 -0.338 -0.249
C -0.455 -5.433 -0.072
O 2.234 -1.458 -5.892
O 2.107 -0.658 6.335
H -3.058 8.044 -1.843
C -1.185 -4.609 3.990
C -2.111 -2.206 3.633
O -3.000 6.137 -0.805
C -5.171 -2.234 0.103
H -5.416 -0.133 0.462
C 1.190 4.822 -0.472
H 2.057 -3.962 -5.834
C 1.728 -3.495 -4.906
H -2.658 -3.539 -1.668
H -1.456 1.514 -0.249
H -1.112 -2.679 -1.418
O 0.106 6.574 0.565
H 2.277 -2.672 3.982
C -3.437 6.334 -3.122
H 4.547 0.124 -4.415
H 5.373 0.703 -0.124
S 4.005 0.756 -2.114
H -1.254 0.993 2.073
C -5.803 -2.502 -2.011
H -0.221 4.612 1.073
H -4.538 -3.017 0.521
O 0.708 -0.782 3.219
H -2.677 6.833 -3.723
C -0.326 1.281 1.580
C 2.489 -2.590 5.048
C 5.069 0.223 -3.463
O -0.326 -4.935 -2.392
C -4.828 6.242 -3.856
O -2.120 4.008 -0.902
H 5.020 -1.926 5.633
O -5.822 -2.474 -3.267
H 0.940 -1.952 0.546
C 5.035 -0.038 -0.848
O -0.261 7.814 -1.275
H 0.295 1.704 -0.396
H 3.153 -3.396 5.361
H 4.168 -1.687 7.096
H -4.822 5.350 -4.482
H 6.637 -1.423 -3.460
S 1.015 0.065 2.041
H -0.250 -0.580 -1.311
O -4.797 -2.002 -1.248
H 4.758 -0.254 6.166
H -5.590 6.115 -3.088
H 1.322 5.423 1.718
O 2.291 0.857 2.032
H -1.483 -4.657 5.037
H 0.205 -4.844 0.564
H -1.127 -0.919 0.145
C 0.962 -0.869 0.430
H -2.030 -3.532 -0.096
C 5.758 -1.099 -2.902
*
```

=====

No. 2
A cluster of 3 separate species, C33H59BF2N6O7 in total, computed with ωB97M-V/def2-TZVPD.

Summary:
Energy, hartree: -2372.47485
Kohn-Sham gap, eV: 7.03

```
! RIJCOSX wB97M-V def2-TZVPD def2/J DEFGRID3
* xyz 0 1
C 6.054 4.587 -2.141
H 6.138 5.661 -4.005
C -0.080 -0.091 7.930
O -2.221 -2.858 -6.495
H 8.734 4.039 -1.895
O -1.712 -1.083 1.164
H -4.776 -3.868 -1.450
H -1.951 4.033 -3.271
H -2.509 0.576 8.694
H 0.001 -0.380 1.611
C -2.840 -4.263 -2.443
H -0.180 0.273 8.957
H 0.701 -4.906 -5.449
C 5.977 3.083 -0.234
H -0.709 -2.076 8.590
C 1.819 2.454 -2.780
H 8.603 3.156 -0.419
H -6.320 -6.288 -1.489
N -2.192 2.620 0.311
C -4.119 -5.949 -1.010
C -1.564 1.325 -3.364
H 0.324 -3.671 -4.105
C 1.252 1.578 -3.973
O -0.880 -0.423 2.043
C -3.812 -4.384 -1.170
H -5.095 -8.403 -0.758
H -6.027 -5.578 0.182
C -3.328 3.513 0.282
H 1.931 3.506 -3.184
H 6.977 4.107 -4.047
C -2.347 0.366 -0.726
B -1.837 -3.328 -5.220
H 6.518 2.251 0.229
H 2.867 2.150 -2.480
O -1.211 1.755 -4.638
C -2.264 -0.625 -1.857
C -1.846 -0.150 -3.188
N -1.463 3.688 -2.437
H -1.472 -2.959 -7.113
N -2.594 -1.941 -1.556
H 0.871 0.322 7.578
H -1.685 0.822 3.749
H -1.814 2.096 4.967
H 8.156 5.151 0.871
H -2.955 -1.518 6.492
H 7.708 5.504 -3.232
H 5.115 4.975 0.467
C -2.073 1.789 -0.887
O -3.950 3.705 -0.709
C 0.208 -5.828 -3.510
C 8.146 3.982 -0.973
H 0.990 0.527 -3.690
C 5.525 4.046 0.867
H 1.134 2.528 -1.897
C -2.750 -0.187 0.702
H 5.821 5.503 -1.578
H -6.670 -8.115 0.195
F -3.716 4.115 1.455
C -1.692 2.287 -2.258
C -5.612 -6.255 -0.610
C -2.491 0.299 7.635
H 5.094 4.149 -2.430
C 0.037 -4.651 -4.570
C -3.133 -1.082 7.476
H 6.338 4.289 1.551
H -4.216 -1.001 7.603
H -3.929 -6.495 -1.982
H 7.750 6.104 -0.565
N 6.779 3.624 -1.326
H 4.740 3.576 1.464
H 0.170 -5.369 -2.477
H 5.082 2.627 -0.670
H -3.356 -3.962 -0.241
C 0.085 2.388 -4.675
H 1.167 -6.398 -3.647
O -0.942 4.424 1.002
H -1.930 -4.865 -2.185
H -3.433 -4.676 -3.301
H -3.443 -6.340 -0.194
N -1.690 -0.967 -4.299
H -2.960 0.740 4.957
C 0.054 -1.616 7.963
H 0.050 0.516 5.407
H 1.022 -1.889 8.391
H -1.735 4.242 -1.627
C 6.769 4.982 -3.427
H -2.781 -1.781 8.234
H -3.661 -0.822 0.552
O -1.317 -4.630 -5.082
H 2.100 1.498 -4.721
H 0.004 -2.061 6.967
C -0.968 0.232 5.690
H -3.146 1.034 7.158
H -1.071 -0.835 5.448
H -0.682 -6.525 -3.547
H 9.406 5.590 -0.274
H 0.359 2.463 -5.771
H -4.994 -7.742 0.911
C -0.975 3.284 0.662
H -2.959 0.627 1.439
C -2.464 -2.738 -2.649
C -5.633 -7.746 -0.010
C -1.999 -2.265 -3.999
H 0.084 3.455 -4.305
C -1.917 1.021 4.798
F 0.220 2.584 0.652
C 8.361 5.280 -0.192
N -1.144 0.482 7.113
*
```

=====

- What is the Kohn-Sham gap in the first record?
  9.39 eV

=====

- The highest Kohn-Sham gap belongs to which entry?
  C33H58O19S2